[1]
One molecule with the formula C4H8O2. Source: OMol25; level of theory: the ωB97M-V functional and the def2-TZVPD basis.

As for the SMILES: CC(=O)[C@H](C)O. For the HOMO energy, the calculation gives -0.376 Eh. The calculation puts the energy relative to the best compared isomer or geometry (same formula, charge and spin) at 15.1 kcal per mole. The gap between HOMO and LUMO comes out at 0.408 hartree.

```
! RIJCOSX wB97M-V def2-TZVPD def2/J DEFGRID3
* xyz 0 1
O 1.67870 0.65561 1.15093
H 1.48999 1.69104 -1.19478
O 0.22675 -1.44786 1.44207
C -0.26420 -0.64360 0.67214
H -2.20430 -0.03533 -0.11887
H 1.36323 -0.05201 -1.46500
H -0.06714 0.99433 -1.69317
C 0.50007 0.65459 0.39732
H -2.10912 -1.68854 0.56751
C 0.82934 0.82621 -1.08669
H -1.38877 -1.32923 -1.01165
H -0.14613 1.49192 0.71466
C -1.57964 -0.92698 -0.00941
H 1.67123 -0.19013 1.63494
*
```



[2]
One molecule with the formula C23H34N2O5. Source: OMol25; level of theory: the ωB97M-V functional and the def2-TZVPD basis.

As for the SMILES: CCCO[C@@H]1CCCN(C(=O)c2ccc(OC3CCN(C(=O)COC)CC3)cc2)C1. For the HOMO energy, the calculation gives -0.317 Eh. The calculation puts the energy relative to the best compared isomer or geometry (same formula, charge and spin) at 31.6 kcal per mole. The gap between HOMO and LUMO comes out at 0.341 hartree.

```
! RIJCOSX wB97M-V def2-TZVPD def2/J DEFGRID3
* xyz 0 1
H -6.63939 1.43348 -0.06937
C -1.60610 -0.82161 1.07822
H 7.81743 0.50114 -3.53718
C -4.95891 2.81536 -0.11785
C 4.69243 -1.92747 0.57127
O 6.86751 1.89810 0.84391
C -7.27983 -2.23661 -2.06219
H 4.50361 0.01950 2.54627
C 0.22420 -1.08747 -0.45352
H -4.74998 3.04967 -1.16198
O 7.84785 -0.24474 -1.67355
H -7.46176 -0.64474 -0.63607
H 2.86718 0.56169 2.13594
H -4.99712 -0.84142 -2.43661
H -5.34097 1.25526 2.05618
H 3.14727 -1.96987 2.07543
H -6.84636 -2.42138 -3.04242
C 3.45013 -1.32594 1.23685
H 5.46024 -2.07847 1.33155
H 1.30641 -1.11120 2.76144
H 4.43565 -2.89196 0.13325
C -3.67190 2.90976 0.70617
H 8.80579 0.72122 -0.11225
C -1.12427 -0.92632 -0.22295
C -5.53979 1.39116 -0.08644
H 3.56893 1.05134 -0.17730
O -5.09965 0.76244 -1.27753
C 7.86442 0.88125 -2.51876
N 5.49748 0.30778 0.03307
H 7.00748 1.53702 -2.33054
C 7.92807 0.08880 -0.30633
C 0.64470 -1.05562 1.91137
H 6.10036 -1.40953 -0.99815
H -6.86038 -2.95431 -1.36082
C 4.32695 0.94101 0.60509
H 8.04864 -0.85530 0.23321
H -3.90452 3.07431 1.75959
H -2.65390 1.45830 -0.49981
C -5.05112 0.67097 1.17598
H -1.08248 -0.84762 3.14840
H -5.69300 3.52964 0.25429
H 4.62224 1.92541 0.97123
O -3.73789 -1.65461 1.72694
C -3.07690 -0.70768 1.33414
C 1.12759 -1.14664 0.61053
H -7.39685 -0.09714 -2.31682
H -1.81205 -0.89330 -1.05511
C 3.76794 0.08831 1.74355
C -0.71375 -0.90475 2.13495
H 4.43406 -0.87768 -1.28405
H -8.35285 -2.40062 -2.12332
C 6.71349 0.84659 0.24713
C 5.21407 -0.99439 -0.52432
N -3.61452 0.51076 1.10760
H -3.07155 3.75292 0.36391
C -5.47639 -0.58513 -1.48697
H -5.06147 -1.23903 -0.70884
C -6.98475 -0.81457 -1.60362
H 8.78542 1.45967 -2.38367
H 0.61018 -1.17682 -1.45691
H -1.90989 1.70876 1.09604
H -5.48499 -0.32627 1.27601
O 2.42995 -1.30795 0.25200
C -2.86241 1.62652 0.56376
*
```



[3]
C8H24BeNO11 as an isolated structure at a distorted geometry. Source: OMol25; level of theory: the ωB97M-V functional and the def2-TZVPD basis.

For the HOMO energy (alpha / beta), the calculation gives -0.529 / -0.529 Eh. The calculation puts the energy relative to the best compared isomer or geometry (same formula, charge and spin) at 98.8 kcal per mole. The gap between HOMO and LUMO (alpha / beta) comes out at 0.095 / 0.094 hartree.

```
! RIJCOSX wB97M-V def2-TZVPD def2/J DEFGRID3
* xyz 2 2
H -0.15109 0.55009 1.95003
H -0.55943 -2.38468 -2.33565
O 0.81565 1.07585 -1.17788
Be 2.51082 1.62036 -2.87125
H 4.98805 2.04321 0.51947
O -1.99490 -3.44444 0.05541
H -1.59360 -2.57297 0.02240
H 2.34430 3.26139 -0.04742
H -3.93012 0.15618 -3.17345
H -2.71309 -4.26100 -2.44774
H -2.71937 2.14761 -0.38167
H -0.12359 -4.01987 -0.81837
C -1.19089 -4.22609 -0.89859
C 3.92264 1.93336 0.31714
H -1.26597 -5.30497 -0.76267
H 4.75501 3.46040 -1.55685
H -1.09426 -4.48706 -3.04528
O 1.65251 -0.49771 2.34158
C 0.14351 0.51175 4.09683
O -0.67512 1.63959 4.22658
O -1.49203 -2.52772 -2.51287
C -3.04499 0.23099 -1.46429
O 3.79674 3.45831 -1.49932
H 1.07404 0.50044 4.66435
C 3.42972 3.34061 -0.10812
H 1.19621 1.48652 2.53569
N 0.54380 -0.13681 -1.18497
H -2.04797 0.96144 0.48903
H 3.59803 0.14922 -0.11557
H -1.05990 1.53316 5.09963
C -2.88845 1.08738 -0.19349
O -4.00419 1.09285 0.67482
H 3.40880 1.69571 1.24859
O 1.07659 -0.82386 -1.98248
H -4.74670 1.08806 0.06634
H -2.08127 0.02672 -1.93079
H 3.74783 4.15773 0.53935
H 1.42440 -1.01366 1.56481
H -0.23801 -0.47199 4.37031
O -0.16922 -0.63037 -0.34153
C -1.67921 -3.94939 -2.29906
C 0.68833 0.52829 2.64502
O 3.76944 0.93371 -0.64167
O -3.90685 0.79216 -2.45471
H -3.51611 -0.71043 -1.18169
*
```



[4]
F10H2N5Na5O21S10 as an isolated structure at a distorted geometry. Source: OMol25; level of theory: the ωB97M-V functional and the def2-TZVPD basis.

For the HOMO energy, the calculation gives -0.300 Eh. The gap between HOMO and LUMO comes out at 0.115 hartree.

```
! RIJCOSX wB97M-V def2-TZVPD def2/J DEFGRID3
* xyz 0 1
O -1.31935 -4.71730 -7.15928
N 0.73899 4.61812 9.63142
S 5.81803 -4.04901 -2.89272
S -0.58214 5.51018 10.30134
O -1.33327 4.79468 11.34565
S -0.66244 -1.27373 3.34344
H -4.95101 -1.49427 -5.11671
O -0.95093 2.74617 9.57881
Na 3.74999 0.36029 -1.88349
F 0.02478 -3.77441 -8.94664
O 0.40758 3.37451 -2.54520
O -1.20851 6.46593 9.36888
F 0.72745 4.88678 -4.37513
S -0.17196 3.72885 8.80162
O -1.46924 -2.41241 3.78216
F -0.85831 -0.40762 4.65090
Na -2.31445 -5.18705 7.19708
O 0.26712 -0.59423 0.56037
F -2.00554 -0.26954 0.04787
Na -5.03893 0.35569 2.69596
F 1.41235 -2.06566 -4.82642
O -4.59994 -0.71457 -4.68653
O -1.47210 -2.32559 0.89210
F 1.08802 2.80669 8.20900
S 0.08346 -2.40392 -5.65568
N 0.76558 -3.05632 -6.75571
Na -1.82581 3.36582 3.00081
N 5.22171 -3.02620 -1.65843
H -4.69112 -0.89507 -3.75094
O -2.12969 4.09867 -1.29073
O -0.72400 4.26540 7.57529
O 5.30144 -5.23931 -0.50469
N -1.51294 -0.25360 2.33067
S -0.17426 4.59200 -3.07985
S -0.99517 -0.96764 1.12251
F 6.50845 -2.89753 -3.78653
O -3.23653 5.99577 -2.44464
O 0.08110 5.74864 -2.16142
S -0.71669 -3.44965 -7.53228
F 3.92536 -3.36342 0.14034
O 4.85314 -4.64851 -3.78286
F -3.67014 3.71629 -3.03146
F 0.37595 6.51483 11.14111
O -0.59223 -3.21980 -4.63227
O 7.06508 -4.73250 -2.60444
O -0.27923 -1.03870 -5.90271
Na -1.43259 -6.17687 -1.17487
S 4.43793 -4.21359 -1.07635
S -2.50897 4.73696 -2.54505
O 0.78263 -1.33377 3.29466
O 3.13210 -4.63103 -1.57255
N -1.71291 4.49301 -3.79437
O -1.62783 -2.34244 -7.84202
*
```



| no. | total energy (eV) |
| --- | --- |
| 1 | -8372.62492 |
| 2 | -37620.67471 |
| 3 | -33068.43420 |
| 4 | -208074.17000 |